A cluster of 2 separate species, C5H12NO2 in total. Source: the Open Molecules 2025 dataset; level of theory: the ωB97M-V functional and the def2-TZVPD basis.

XYZ file:
```
20
Properties=species:S:1:pos:R:3
O -0.50 -1.84 -0.75
C -1.27 -1.30 -1.51
C -1.90 0.01 -1.37
C -1.25 1.08 -0.48
C 0.23 0.80 -0.30
C 1.35 1.12 -0.92
N 0.45 0.10 1.01
H -1.53 -1.87 -2.42
H -2.99 -0.04 -1.20
H -2.02 0.43 -2.39
H -1.33 2.11 -0.81
H -1.79 1.02 0.47
H 2.30 0.74 -0.56
H 1.44 1.59 -1.89
H 0.14 0.60 1.84
H 1.35 -0.34 1.26
H -0.12 -0.75 1.00
H 2.09 -1.82 3.22
H 3.14 -0.68 2.99
O 2.23 -0.96 2.83
```

Output
Net charge: +1
LUMO, hartree: -0.1067
HOMO level, eV: -13.93

=====

A cluster of 2 separate species, C3H7NO3 in total. Source: the Open Molecules 2025 dataset; level of theory: the ωB97M-V functional and the def2-TZVPD basis.

XYZ file:
```
14
Properties=species:S:1:pos:R:3
N 2.84 0.79 0.08
C 2.14 1.40 -0.66
O 1.62 2.05 -1.47
H 2.66 0.04 0.71
C -1.06 -1.79 0.38
O -0.19 -0.68 0.60
C -0.75 0.53 0.26
O -1.07 0.68 -1.07
H -1.35 -1.85 -0.68
H -1.96 -1.69 1.00
H -0.51 -2.68 0.66
H -0.31 1.37 0.83
H -1.74 0.74 0.91
H -0.33 1.08 -1.55
```

Output
Net charge: 0
LUMO, hartree: 0.0281
HOMO level, eV: -10.43

=====

The molecule C4H6O. Source: the Open Molecules 2025 dataset; level of theory: the ωB97M-V functional and the def2-TZVPD basis.

XYZ file:
```
11
Properties=species:S:1:pos:R:3
C 0.05 1.48 0.01
C 0.11 0.14 0.05
C -1.10 -0.72 -0.06
C 1.38 -0.54 0.04
O 2.50 -0.06 -0.05
H 0.95 2.08 -0.07
H -0.88 1.98 0.05
H -1.41 -1.07 1.06
H -1.98 -0.04 -0.44
H -0.94 -1.57 -0.76
H 1.32 -1.69 0.18
```

Output
Net charge: 0
LUMO, hartree: 0.0012
HOMO level, eV: -9.94